Entry 1:
Formula: C35H54BrEuN3OP2
Source: the Open Molecules 2025 dataset
Level of theory: ωB97M-V/def2-TZVPD

Values from the calculation:
2S+1: 8
Orbital gap (spin up / spin down) in eV: 4.26 / 3.16
Expectation value of S²: 15.822
Total charge: +2

```
97
Properties=species:S:1:pos:R:3:forces:R:3
N 8.27059 6.91659 1.03565 0.79 0.09 0.13
C 8.55608 5.62150 0.94419 -0.87 -0.73 -0.32
C 7.57086 4.65859 0.67527 -0.35 0.45 0.00
C 6.23843 5.07365 0.49239 0.63 1.05 0.04
C 5.96396 6.46006 0.62229 0.54 -0.09 0.17
C 7.01660 7.33766 0.88839 -0.14 -0.85 -0.31
C 5.21038 4.10707 0.18525 -0.82 0.20 -0.31
Eu 1.12608 -0.45387 -0.82817 0.65 -0.13 0.04
P -3.54788 -0.42364 -4.45998 1.02 1.17 2.06
C 3.93236 4.41377 -0.17615 0.69 -0.16 -0.46
C 2.85113 3.46631 -0.24290 0.93 0.42 -0.22
C 1.68563 3.80232 -0.96302 -0.90 -0.71 -0.14
C 0.58593 2.95636 -0.97418 -0.22 1.28 -0.63
C 0.48443 1.95806 0.03267 -0.32 -3.02 1.49
C 1.68513 1.61192 0.73114 1.11 0.01 0.02
C 2.89955 2.21979 0.43569 -0.82 -0.41 0.36
Br -1.46274 -1.39892 -0.52371 -0.34 -0.13 -0.33
H 5.51764 3.06919 0.18048 -0.03 -0.15 0.43
H 3.70801 5.42923 -0.53879 0.01 -0.39 0.54
H 7.80327 3.59455 0.60195 0.12 0.33 0.01
H 4.96449 6.87694 0.55693 0.04 -0.23 -0.08
H 9.58661 5.26722 1.04367 -0.22 0.53 0.12
H 6.87361 8.41557 0.94511 -0.13 -0.22 0.10
H 1.67761 4.74799 -1.51416 -0.03 -0.53 -0.13
H 3.84591 1.78799 0.77813 -0.43 0.48 0.37
H -0.23978 3.15497 -1.64827 0.14 0.14 0.13
H 1.56922 0.94338 1.58751 0.55 -0.17 -0.49
P -1.03173 1.57207 1.05174 -0.01 4.28 -0.54
C -1.75167 -0.81003 -4.71156 -0.31 -0.62 -0.36
C -1.35764 -0.98096 -6.19155 0.05 0.09 0.00
H -1.54785 -1.73171 -4.14339 -0.15 0.25 -0.13
H -1.19086 0.01699 -4.24702 -0.32 -0.13 -0.04
H -0.33307 -1.36956 -6.25581 -0.29 0.17 -0.03
H -2.01991 -1.67729 -6.71695 0.17 0.06 0.18
H -1.40430 -0.02245 -6.71848 0.08 -0.16 0.05
C -3.61234 1.40577 -4.15883 -0.18 -0.15 -1.15
C -4.97625 2.03642 -4.48244 -0.09 0.09 0.04
H -2.84402 1.82316 -4.83093 -0.18 -0.01 0.35
H -3.32836 1.58050 -3.10749 0.04 -0.28 -0.30
H -4.88405 3.12895 -4.44121 -0.11 -0.29 0.05
H -5.31702 1.77052 -5.48989 0.12 0.08 0.20
H -5.75104 1.72245 -3.77282 0.17 0.10 -0.13
C -4.08251 -1.11471 -2.84157 -0.77 -0.31 -0.59
C -4.56058 -2.56708 -2.89585 0.01 -0.15 0.10
H -4.86921 -0.46140 -2.43020 0.30 -0.08 -0.25
H -3.17897 -1.02307 -2.21074 -0.11 0.08 -0.28
H -4.63691 -2.95482 -1.87491 0.08 -0.01 -0.22
H -5.54388 -2.68111 -3.36676 0.23 0.19 0.08
H -3.85284 -3.18182 -3.45739 -0.04 -0.10 0.17
C -2.26828 0.50690 2.04096 0.51 -1.67 -0.43
C -2.62328 1.00780 3.43561 0.40 0.37 0.23
H -1.84687 -0.51168 2.06127 -0.46 0.32 0.19
H -3.18138 0.47616 1.42779 0.61 -0.07 -0.14
H -1.80960 0.79806 4.12861 -0.17 0.13 0.04
H -2.84832 2.07869 3.46158 -0.05 -0.30 0.03
H -3.51064 0.50045 3.82232 0.08 -0.18 -0.33
C -2.17274 2.44475 -0.08750 -0.66 -0.37 0.20
C -2.20043 3.97469 0.05345 -0.33 0.13 -0.14
H -3.15480 2.00538 0.15490 0.17 0.46 -0.36
H -1.91119 2.10819 -1.11531 -0.23 0.25 0.61
H -2.14800 4.32129 1.09146 -0.16 -0.20 -0.23
H -1.38993 4.46998 -0.47783 0.02 -0.13 0.06
H -3.13609 4.34213 -0.37691 0.09 0.04 0.11
C -0.52258 2.75609 2.38242 -0.62 0.30 -0.05
C 0.32178 2.05927 3.44787 0.43 -0.09 0.78
H -1.43949 3.16202 2.82093 0.35 0.09 0.01
H 0.03430 3.60347 1.94275 -0.36 -0.54 -0.02
H 1.30121 2.54670 3.53394 -0.23 -0.21 0.00
H -0.15476 2.09499 4.43678 0.19 0.10 -0.30
H 0.50780 0.99281 3.25061 -0.10 0.17 0.07
C 0.29387 -7.59166 -0.27557 0.11 -0.13 -0.25
C -0.43788 -7.23563 0.99841 0.34 -0.08 0.34
N -0.07644 -5.89080 1.46434 0.35 0.52 0.51
C -1.07921 -5.23583 2.33692 -0.24 0.48 -0.40
C -0.74679 -5.15780 3.82879 -0.12 -0.17 -0.04
C 1.26414 -5.64588 1.72899 -0.30 -1.48 -0.28
O 2.10775 -6.53249 1.75158 -0.31 0.90 -0.02
C 1.65785 -4.21999 1.94426 -0.31 0.31 -0.20
C 2.54649 -3.91865 2.98001 -0.23 0.42 -0.40
C 2.79543 -2.58346 3.25086 -0.07 0.47 0.02
C 2.25064 -1.59796 2.42432 -0.03 -0.79 -0.12
N 1.48803 -1.89636 1.35164 -0.01 -0.28 -0.07
C 1.14787 -3.20038 1.13119 0.48 0.56 0.84
H 0.12370 -6.81752 -1.03807 0.09 -0.23 0.13
H -0.08708 -8.54638 -0.65188 0.11 0.16 -0.01
H 1.36829 -7.69338 -0.07451 -0.39 0.01 -0.25
H -1.52434 -7.22593 0.84322 0.32 -0.10 0.05
H -0.17686 -7.96541 1.77853 -0.26 0.01 -0.11
H -1.26164 -4.21505 1.95524 -0.12 -0.31 0.13
H -2.00924 -5.80910 2.19811 0.36 0.32 0.05
H -0.06183 -4.33298 4.05450 -0.06 -0.23 -0.01
H -1.67658 -4.97726 4.38171 0.23 -0.03 -0.04
H -0.31469 -6.10084 4.18667 -0.08 0.21 -0.03
H 3.00479 -4.71155 3.55832 -0.15 -0.03 0.00
H 3.38478 -2.27077 4.10911 0.01 -0.15 -0.21
H 2.45084 -0.54882 2.65222 -0.06 -0.28 -0.27
H 0.42299 -3.39149 0.32007 0.55 -0.03 0.50
```
Forces are in eV/Å.

=====

Entry 2:
Formula: C5H9N2
Source: the Open Molecules 2025 dataset
Level of theory: ωB97M-V/def2-TZVPD

Values from the calculation:
Orbital gap in eV: 9.77
Total charge: +1

```
16
Properties=species:S:1:pos:R:3:forces:R:3
C -0.54814 0.39772 -0.56470 1.42 -0.56 -0.12
C 0.79195 -0.41572 -0.48492 -1.22 -1.86 0.55
C -1.26712 0.98277 -1.52607 2.01 -1.62 1.14
C -0.99167 0.52851 0.86141 -1.45 -0.21 -0.57
C 0.23704 0.18020 1.71793 -1.44 -1.41 0.51
N 1.17909 -0.47797 0.80178 -3.71 2.66 -2.62
N 1.37488 -1.26785 -1.35124 -0.62 1.60 0.22
H -1.98439 1.65450 -1.23013 -1.86 1.26 0.85
H -1.26418 0.82475 -2.54024 0.79 -0.35 -2.30
H -1.60087 1.53100 0.82538 1.47 -1.84 1.34
H -1.69877 -0.34730 1.06339 0.44 1.44 -0.44
H 0.66703 1.00296 2.17558 1.01 1.55 1.00
H -0.09410 -0.57370 2.47778 0.62 0.80 -0.44
H 1.95710 -0.93930 1.09938 2.47 -1.49 0.99
H 1.02918 -1.33239 -2.31602 0.64 -0.04 0.74
H 2.21296 -1.74817 -1.00931 -0.55 0.07 -0.84
```
Forces are in eV/Å.

=====

Entry 3:
Formula: C42H36NO9PReS
Source: the Open Molecules 2025 dataset
Level of theory: ωB97M-V/def2-TZVPD

Values from the calculation:
2S+1: 2
Orbital gap (spin up / spin down) in eV: 6.93 / 6.92
Expectation value of S²: 0.757
Total charge: +2

```
91
Properties=species:S:1:pos:R:3:forces:R:3
Re -0.19592 0.22343 -0.30202 0.11 -0.49 -0.40
O 3.02293 -1.39508 2.84016 -0.04 0.08 -0.01
C 1.88542 -1.25601 2.17001 0.03 0.00 0.17
O 1.55383 -1.89535 1.21431 -0.02 0.00 -0.16
C 0.98683 -0.21973 2.80108 -0.01 -0.02 -0.06
C 1.12957 0.15136 4.13478 -0.01 -0.07 0.04
C 0.16562 0.95089 4.71924 -0.04 0.00 -0.01
C -0.92548 1.34561 3.95669 0.01 -0.04 0.00
C -0.96186 0.96874 2.62749 -0.03 -0.02 0.06
N -0.01056 0.22772 2.04197 0.04 0.06 -0.01
C -2.06379 1.31316 1.69550 0.15 -0.05 0.09
O -3.18150 1.83719 2.08838 -0.16 -0.01 0.06
O -1.95185 1.05228 0.49476 -0.13 0.01 -0.34
H 3.55781 -2.07579 2.40226 0.06 -0.05 -0.02
H 1.97481 -0.21700 4.69894 -0.01 0.01 -0.02
H 0.24729 1.24552 5.75649 0.00 0.01 0.00
H -1.70092 1.95701 4.40036 0.01 -0.01 0.00
H -3.21786 1.99523 3.04128 -0.02 0.04 0.07
O 3.72421 -0.29067 -0.50884 0.03 -0.05 -0.02
C 2.84175 0.47610 -0.73339 -0.13 -0.13 -0.08
O 1.55202 0.02795 -0.81546 0.17 0.37 0.36
C 3.01192 1.94008 -0.95022 0.06 0.00 0.09
C 4.32998 2.32898 -1.18097 0.00 0.02 0.02
C 4.66649 3.66630 -1.28921 0.02 0.01 -0.01
C 3.69071 4.63366 -1.10936 0.01 0.01 0.01
C 2.37942 4.25499 -0.87046 -0.01 0.01 0.04
C 2.00821 2.90944 -0.82865 -0.02 0.08 -0.11
P 0.22941 2.60347 -0.58661 0.05 0.07 0.00
C -0.10963 3.53921 0.94293 0.00 0.00 0.01
C 0.83414 3.54146 1.97534 0.00 0.00 -0.02
C 0.57431 4.21053 3.15938 0.02 0.01 -0.03
C -0.63511 4.87732 3.33251 0.01 0.00 0.03
C -1.57810 4.87487 2.31537 -0.01 0.02 0.00
C -1.31637 4.21239 1.12098 0.02 0.05 -0.01
C -0.73407 3.40820 -1.89126 0.01 0.07 0.04
C -2.08164 3.05993 -2.00800 -0.01 0.03 -0.01
C -2.88416 3.68352 -2.94937 -0.01 -0.02 0.00
C -2.34754 4.64770 -3.79082 0.00 0.02 -0.03
C -1.00551 4.97997 -3.69344 0.00 0.00 0.00
C -0.19857 4.36662 -2.74624 0.04 -0.06 -0.08
H 5.08656 1.56082 -1.26131 -0.01 0.00 0.00
H 5.69119 3.95103 -1.48679 -0.01 0.00 0.01
H 3.94600 5.68449 -1.14978 -0.01 -0.02 0.00
H 1.63468 5.02298 -0.70330 0.00 0.00 0.00
H 1.78565 3.03752 1.84718 0.01 0.00 -0.02
H 1.32320 4.23074 3.94130 -0.01 0.00 -0.01
H -0.82944 5.41827 4.25021 0.01 -0.01 -0.01
H -2.50944 5.41414 2.43495 0.01 -0.01 0.00
H -2.04706 4.24399 0.32195 0.00 -0.01 0.01
H -2.51348 2.29533 -1.37765 -0.02 -0.02 0.02
H -3.92797 3.40900 -3.03144 0.02 0.00 0.00
H -2.97234 5.12974 -4.53094 0.00 0.00 0.01
H -0.57702 5.71346 -4.36338 0.00 -0.01 0.01
H 0.85182 4.61631 -2.71841 -0.04 0.00 -0.01
C -1.85828 -0.53331 -4.20500 0.05 -0.03 0.08
O -1.56816 -0.53466 -2.78590 -0.06 0.05 0.09
C -0.55006 0.26130 -2.37570 -0.16 0.00 0.04
O 0.11718 0.89683 -3.15475 0.06 -0.11 0.05
H -2.87352 -0.90510 -4.30245 0.01 -0.02 0.01
H -1.15866 -1.18768 -4.72248 0.01 0.03 -0.01
H -1.77279 0.47279 -4.60364 -0.01 0.04 -0.01
O -1.25786 -1.45374 0.03058 -0.04 -0.10 0.17
S -1.59136 -2.71315 -0.85342 0.01 0.21 0.01
C -2.01848 -3.92474 0.42112 -0.05 -0.11 -0.05
C -1.12473 -3.97891 1.62128 0.01 0.02 -0.03
C -1.37119 -3.14291 2.70667 0.00 0.00 0.00
C -0.58278 -3.22383 3.84401 -0.01 0.04 0.00
C 0.46754 -4.13218 3.90053 0.03 0.01 0.01
C 0.71830 -4.96676 2.82086 0.01 -0.01 -0.01
C -0.08044 -4.89580 1.68780 0.03 0.02 0.00
C 0.03548 -3.29123 -1.35468 0.00 -0.15 0.04
C -0.06853 -4.58053 -2.13155 0.03 0.02 0.03
C 0.85835 -5.58822 -1.87875 -0.06 -0.02 0.04
C 0.80941 -6.77695 -2.59080 0.00 -0.01 0.00
C -0.17459 -6.97315 -3.55024 0.02 -0.02 0.01
C -1.10051 -5.97306 -3.80522 -0.02 0.03 -0.01
C -1.04554 -4.77607 -3.10415 0.02 0.00 -0.05
H -2.03454 -4.86259 -0.14172 -0.01 -0.01 0.04
H -3.04849 -3.68036 0.68342 0.01 0.03 -0.01
H -2.20900 -2.45542 2.67153 0.00 -0.01 0.00
H -0.80987 -2.60568 4.70461 0.01 0.00 -0.01
H 1.06887 -4.21158 4.79756 -0.01 0.00 -0.02
H 1.51765 -5.69495 2.87115 -0.02 0.01 0.00
H 0.09323 -5.57485 0.86049 -0.01 0.00 0.02
H 0.62445 -3.40157 -0.44290 0.02 0.05 -0.03
H 0.45456 -2.47618 -1.94518 -0.03 0.10 -0.09
H 1.62815 -5.43636 -1.13021 -0.01 0.00 -0.02
H 1.53979 -7.55099 -2.39603 -0.01 0.01 0.00
H -0.21606 -7.90293 -4.10180 0.00 0.01 0.01
H -1.86407 -6.11915 -4.55784 0.01 0.00 0.01
H -1.76204 -3.99534 -3.33565 0.01 0.01 0.01
```
Forces are in eV/Å.

=====

Looking at ΔE to the lowest compared entry with this formula, charge and spin for the records above, in order, we have 400.41, 213.90, 8.60 kJ/mol.
Looking at E for the records above, in order, we have -5571.88521, -305.14856, -3171.40279 Eh.